ORCA calculation (the ωB97M-V functional and the def2-TZVPD basis) on one molecule with the formula C27H46N6O8 at a distorted geometry.

Calculated values
- Charge: 0
- 2S+1: 1
- SMILES string: CC(C)(C)OC(=O)CC[C@@H](C(=O)N1CCN(C(=O)OC(C)(C)C)CC1)n1cc([C@H](CO)NC(=O)OC(C)(C)C)nn1
- F_max: 1.3 eV Å⁻¹
- HOMO energy: -8.981 eV

XYZ file:
```
87
C27H46N6O8, DFT the ωB97M-V functional and the def2-TZVPD basis
C -0.362 -0.219 4.406
H 0.253 -0.959 3.902
H -1.023 -0.728 5.102
H -0.957 0.298 3.657
C 0.509 0.781 5.160
C -0.344 1.625 6.108
H -0.771 0.998 6.884
H 0.266 2.397 6.571
H -1.146 2.104 5.554
C 1.633 0.079 5.921
H 2.278 -0.458 5.229
H 1.209 -0.630 6.626
H 2.232 0.805 6.466
O 1.080 1.759 4.249
C 1.829 1.428 3.219
O 2.164 0.313 2.893
C 2.252 2.682 2.469
C 1.295 2.979 1.311
H 0.275 3.068 1.689
H 1.583 3.917 0.836
C 1.335 1.874 0.249
N 0.834 2.385 -1.008
C -0.010 1.790 -1.878
C -0.174 2.717 -2.887
N 0.571 3.797 -2.568
N 1.169 3.588 -1.455
C -1.079 2.635 -4.080
N -2.461 2.698 -3.639
C -3.036 1.671 -2.967
O -2.555 0.563 -2.897
O -4.200 2.073 -2.434
C -5.014 1.150 -1.671
C -4.237 0.630 -0.461
H -3.405 0.012 -0.785
H -3.846 1.460 0.123
H -4.894 0.035 0.168
C -5.482 -0.001 -2.560
H -4.629 -0.583 -2.898
H -6.008 0.389 -3.429
H -6.153 -0.647 -2.001
C -6.204 1.997 -1.217
H -5.860 2.823 -0.602
H -6.722 2.403 -2.082
H -6.895 1.388 -0.642
H -2.856 3.623 -3.544
H -0.933 1.669 -4.576
C -0.822 3.789 -5.060
O -1.054 5.038 -4.472
H -0.420 5.130 -3.741
H -1.513 3.710 -5.902
H 0.208 3.711 -5.434
H -0.440 0.823 -1.746
H 2.377 1.559 0.121
C 0.448 0.689 0.677
O -0.508 0.875 1.406
N 0.742 -0.519 0.163
C 1.845 -0.874 -0.704
H 2.316 0.002 -1.144
C 2.863 -1.704 0.090
N 2.199 -2.868 0.629
C 2.435 -4.091 0.086
O 3.304 -4.285 -0.735
O 1.613 -5.019 0.602
C 1.752 -6.410 0.223
C 3.136 -6.930 0.609
H 3.317 -6.760 1.669
H 3.195 -7.996 0.408
H 3.902 -6.418 0.035
C 1.498 -6.580 -1.274
H 1.522 -7.636 -1.531
H 2.263 -6.061 -1.844
H 0.524 -6.174 -1.538
C 0.667 -7.121 1.034
H -0.311 -6.721 0.780
H 0.682 -8.185 0.820
H 0.837 -6.970 2.097
C 1.076 -2.537 1.474
H 0.612 -3.450 1.843
C 0.066 -1.693 0.686
H -0.747 -1.358 1.331
H -0.342 -2.271 -0.149
H 1.455 -1.941 2.310
H 3.678 -2.039 -0.552
H 3.251 -1.107 0.922
H 1.445 -1.487 -1.520
H 3.264 2.536 2.087
H 2.240 3.521 3.164
```

---

ORCA calculation (the ωB97M-V functional and the def2-TZVPD basis) on a 6-piece molecular cluster, C23H46F3N6O6P overall at a distorted geometry.

Calculated values
- Charge: 0
- 2S+1: 1
- SMILES string: [H]/N=C(/C)CP(C#C)C[C@H](O)C(F)(F)F.CNC(C)=O.CNC(C)=O.CNC(C)=O.CNC(C)=O.CNC(C)=O
- F_max: 1.8 eV Å⁻¹
- HOMO energy: -8.213 eV

XYZ file:
```
85
C23H46F3N6O6P, DFT the ωB97M-V functional and the def2-TZVPD basis
C 6.047 0.950 0.957
C 5.374 1.713 0.349
P 4.448 2.455 -0.942
C 5.313 4.053 -1.336
C 6.817 4.086 -1.179
C 7.629 2.902 -1.585
N 7.409 5.119 -0.757
C 2.905 3.012 -0.101
C 1.948 3.559 -1.156
O 1.176 4.612 -0.624
C 1.007 2.502 -1.718
F 0.294 1.860 -0.757
F 0.108 3.077 -2.568
F 1.696 1.556 -2.421
H 6.615 0.225 1.475
H 5.096 4.249 -2.380
H 4.871 4.868 -0.772
H 8.342 3.182 -2.345
H 8.122 2.501 -0.714
H 6.992 2.130 -1.990
H 6.748 5.853 -0.515
H 2.489 2.175 0.442
H 3.099 3.797 0.617
H 2.534 3.898 -2.008
H 1.051 5.268 -1.311
C 2.073 -2.128 2.755
C 1.947 -0.883 1.914
O 2.705 0.071 2.024
N 0.940 -0.833 1.010
C -0.074 -1.832 0.720
H 2.918 -2.006 3.426
H 1.169 -2.288 3.344
H 2.243 -3.002 2.126
H 0.914 0.027 0.488
H -0.009 -2.133 -0.328
H -1.066 -1.420 0.903
H 0.049 -2.707 1.347
C -4.608 -2.603 2.363
C -3.394 -3.428 2.023
O -2.328 -3.290 2.615
N -3.512 -4.345 1.030
C -4.686 -4.630 0.223
H -4.345 -1.931 3.173
H -4.940 -2.021 1.503
H -5.429 -3.238 2.696
H -2.670 -4.869 0.858
H -4.977 -5.676 0.354
H -4.461 -4.457 -0.831
H -5.513 -3.992 0.507
C -4.030 -1.716 7.676
C -3.758 -1.577 6.196
O -4.635 -1.284 5.400
N -2.492 -1.810 5.765
C -1.326 -2.169 6.549
H -5.079 -1.506 7.853
H -3.809 -2.728 8.017
H -3.427 -1.009 8.248
H -2.384 -1.735 4.764
H -0.540 -1.423 6.420
H -0.941 -3.137 6.226
H -1.576 -2.229 7.602
C -9.327 -1.677 -0.395
C -8.162 -2.555 -0.782
O -7.081 -2.478 -0.219
N -8.357 -3.446 -1.789
C -9.562 -3.676 -2.565
H -9.013 -1.028 0.415
H -9.643 -1.061 -1.238
H -10.171 -2.280 -0.059
H -7.542 -3.999 -2.002
H -9.894 -4.709 -2.448
H -9.371 -3.492 -3.623
H -10.358 -3.018 -2.238
C 7.002 2.449 -7.094
C 6.478 2.636 -5.689
O 6.907 1.995 -4.747
N 5.490 3.556 -5.510
C 4.860 4.408 -6.501
H 7.774 1.688 -7.071
H 6.205 2.124 -7.764
H 7.431 3.377 -7.474
H 5.177 3.622 -4.555
H 5.003 5.459 -6.243
H 3.789 4.205 -6.548
H 5.287 4.233 -7.481
```

---

ORCA calculation (the ωB97M-V functional and the def2-TZVPD basis) on a 2-piece molecular cluster, C3H11NOS overall at a distorted geometry.

Calculated values
- Charge: 0
- 2S+1: 1
- SMILES string: CCS.NCO
- F_max: 1.4 eV Å⁻¹
- Energy above the lowest of the compared OMol25 structures with the same formula, charge and spin: 18.6 kcal/mol
- HOMO energy: -9.115 eV

XYZ file:
```
17
C3H11NOS, DFT the ωB97M-V functional and the def2-TZVPD basis
C -1.966 -3.773 0.251
C -1.048 -2.730 0.909
S -1.565 -1.045 0.422
H -1.428 -4.548 -0.288
H -2.615 -4.283 0.949
H -2.606 -3.295 -0.496
H -0.071 -2.837 0.504
H -1.083 -2.838 1.981
H -0.531 -0.437 1.014
N 1.408 3.781 -0.160
C 2.503 3.066 -0.699
O 2.217 1.726 -1.118
H 1.043 3.280 0.642
H 0.651 3.793 -0.830
H 3.348 3.050 -0.013
H 2.930 3.569 -1.571
H 2.180 1.213 -0.294
```

---

ORCA calculation (the ωB97M-V functional and the def2-TZVPD basis) on a 4-piece molecular cluster, C27H54N7O11P2Si overall at a distorted geometry.

Calculated values
- Charge: +1
- 2S+1: 1
- F_max: 9.5 eV Å⁻¹
- HOMO energy: -10.688 eV

XYZ file:
```
102
C27H54N7O11P2Si, DFT the ωB97M-V functional and the def2-TZVPD basis
C 3.899 1.590 1.446
Si 4.018 2.365 -0.312
C 5.879 2.637 -0.725
C 3.384 0.977 -1.550
O 2.980 3.755 -0.588
C 3.060 4.742 0.501
C 1.563 5.294 1.002
O 0.461 4.836 0.139
C -0.791 4.633 0.937
O -1.123 5.350 2.017
C -1.906 3.474 0.477
C -3.485 3.787 0.154
C -4.467 2.513 -0.301
C -6.074 2.649 -0.616
C -6.865 1.441 0.225
O -7.023 1.501 1.576
O -7.429 0.237 -0.439
N -3.875 1.096 -0.453
C -2.432 0.737 -0.175
P -1.889 -1.116 -0.437
P -1.688 -1.245 -2.648
O -2.745 -0.161 -3.203
O -2.176 -2.791 -3.285
O -0.114 -0.697 -3.197
C -1.396 1.912 0.321
C 0.190 1.512 0.669
C 0.381 1.669 2.310
C -0.776 0.849 3.176
C -0.564 -0.762 2.933
N 0.305 -1.265 4.083
C 0.727 -2.712 3.835
N -0.184 -3.711 4.107
N 2.145 -2.970 3.305
H 3.126 0.696 1.379
H 4.934 1.106 1.759
H 3.466 2.324 2.265
H 6.308 1.592 -1.111
H 6.068 3.516 -1.475
H 6.432 2.819 0.315
H 3.957 1.065 -2.575
H 3.643 -0.061 -1.054
H 2.222 1.070 -1.687
H 3.694 4.397 1.429
H 3.640 5.683 0.049
H 1.462 5.006 2.132
H 1.624 6.482 0.914
H -3.919 4.895 0.242
H -6.236 2.498 -1.776
H -6.563 3.654 -0.245
H -6.756 -0.509 -0.381
H -4.513 0.300 -0.752
H -2.908 -2.022 0.026
H -1.348 -3.222 -3.678
H 0.482 -1.496 -3.313
H 0.844 2.253 0.043
H 0.462 0.420 0.292
H 1.423 1.229 2.693
H 0.358 2.784 2.682
H -1.864 1.238 2.993
H -0.513 1.062 4.320
H -1.615 -1.323 2.912
H 0.003 -1.039 1.944
H 1.172 -0.696 4.198
H -1.075 -3.253 4.445
H 2.024 -3.078 2.264
H 2.677 -2.054 3.395
C -7.111 5.391 -3.028
C -6.650 6.217 -1.860
O -6.482 5.733 -0.743
N -6.416 7.545 -2.066
C -6.553 8.298 -3.290
H -7.255 4.355 -2.709
H -8.065 5.773 -3.404
H -6.357 5.407 -3.819
H -6.109 8.033 -1.233
H -5.581 8.736 -3.528
H -7.275 9.099 -3.116
H -6.888 7.680 -4.124
C 3.716 -8.238 1.561
C 2.549 -7.292 1.612
O 1.731 -7.212 0.698
N 2.409 -6.503 2.717
C 3.253 -6.446 3.886
H 3.692 -8.796 0.621
H 4.654 -7.678 1.607
H 3.656 -8.950 2.388
H 1.600 -5.894 2.676
H 2.640 -6.687 4.758
H 3.629 -5.425 3.983
H 4.092 -7.140 3.829
C 2.861 -6.251 -2.115
C 3.866 -5.293 -2.693
O 3.890 -4.105 -2.383
N 4.772 -5.779 -3.590
C 4.910 -7.129 -4.080
H 2.208 -5.718 -1.419
H 2.244 -6.673 -2.913
H 3.374 -7.047 -1.568
H 5.415 -5.074 -3.933
H 5.915 -7.479 -3.833
H 4.794 -7.108 -5.167
H 4.172 -7.807 -3.649
```

---

ORCA calculation (the ωB97M-V functional and the def2-TZVPD basis) on C11H28Br10N2O5P2 as an isolated structure at a distorted geometry.

Calculated values
- Charge: 0
- 2S+1: 1
- F_max: 17.7 eV Å⁻¹
- HOMO energy: -7.009 eV

XYZ file:
```
58
C11H28Br10N2O5P2, DFT the ωB97M-V functional and the def2-TZVPD basis
N 1.102 0.002 0.747
C 0.892 1.129 -0.204
O -0.355 1.864 -0.022
P -1.717 0.903 -0.465
O -1.511 0.381 -1.891
O -3.065 2.002 -0.412
N -3.219 2.248 0.938
O -1.896 -0.305 0.745
P -2.639 -1.754 0.190
O -1.839 -2.528 -0.906
H 2.089 -0.123 1.014
H 0.711 -0.885 0.360
H 1.773 1.883 -0.099
H 0.962 0.733 -1.289
H -3.929 1.601 1.353
H -3.525 3.229 1.105
H -2.661 -2.645 1.340
H -4.037 -1.588 -0.169
Br -5.372 -4.088 -4.098
C -5.130 -2.174 -3.805
C -3.675 -1.783 -3.900
Br -2.684 -2.294 -2.270
H -5.577 -1.941 -2.837
H -5.712 -1.691 -4.595
H -3.574 -0.695 -3.964
H -3.158 -2.242 -4.746
Br 2.036 -3.313 1.354
C 3.508 -3.808 2.532
C 4.006 -2.616 3.313
Br 5.104 -1.451 2.200
H 4.275 -4.268 1.908
H 3.093 -4.561 3.204
H 4.664 -2.937 4.124
H 3.204 -2.002 3.723
Br 8.284 -4.905 1.520
C 8.461 -3.539 2.900
C 8.783 -4.153 4.240
Br 7.201 -4.958 5.046
H 7.536 -2.962 2.900
H 9.281 -2.900 2.563
H 9.103 -3.385 4.948
H 9.545 -4.932 4.187
Br -6.597 0.591 -2.282
C -6.687 2.244 -3.310
C -5.566 3.183 -2.935
Br -5.919 4.061 -1.230
H -7.679 2.667 -3.147
H -6.596 1.935 -4.354
H -5.486 3.994 -3.661
H -4.599 2.686 -2.843
Br 1.855 7.281 1.582
C 0.957 6.514 0.031
C 0.948 5.006 0.093
Br 2.690 4.269 -0.379
H 1.457 6.907 -0.854
H -0.062 6.905 0.071
H 0.256 4.595 -0.645
H 0.693 4.615 1.079
```

---

ORCA calculation (the ωB97M-V functional and the def2-TZVPD basis) on C19H42NO2P3Pb as an isolated structure at a distorted geometry.

Calculated values
- Charge: +4
- 2S+1: 1
- F_max: 4.0 eV Å⁻¹
- Energy above the lowest of the compared OMol25 structures with the same formula, charge and spin: 0.0 kcal/mol
- HOMO energy (spin up / spin down): -18.142 / -18.202 eV

XYZ file:
```
68
C19H42NO2P3Pb, DFT the ωB97M-V functional and the def2-TZVPD basis
Pb -1.620 2.606 -0.113
P 1.538 -1.023 2.214
P 1.703 2.276 0.325
P -0.786 -2.791 0.018
H -0.302 2.811 -5.860
C -1.263 2.320 -5.657
C -2.118 2.795 -4.746
H -1.922 3.674 -4.124
C 3.061 -1.892 1.664
C 2.268 0.220 3.340
C 0.953 -2.191 3.499
C 1.376 3.514 -0.992
C 2.037 3.428 1.730
C 3.453 1.826 -0.114
C -2.071 -2.597 -1.227
C -1.654 -3.505 1.423
C 0.515 -3.891 -0.570
H -1.531 1.439 -6.263
H -3.111 2.350 -4.680
H 3.601 -2.292 2.532
H 3.691 -1.171 1.129
H 2.781 -2.708 0.984
H 2.923 -0.262 4.081
H 1.428 0.710 3.854
H 2.837 0.953 2.755
H 1.825 -2.734 3.878
H 0.223 -2.892 3.083
H 0.491 -1.637 4.325
H 2.155 4.286 -0.951
H 0.398 4.021 -0.878
H 1.413 3.026 -1.973
H 3.005 3.939 1.643
H 2.041 2.894 2.687
H 1.257 4.197 1.814
H 4.121 2.693 -0.009
H 3.516 1.498 -1.162
H 3.882 1.014 0.493
H -2.600 -3.551 -1.404
H -1.520 -2.248 -2.104
H -2.747 -1.805 -0.873
H -2.477 -4.176 1.107
H -2.102 -2.673 1.990
H -1.002 -4.081 2.092
H 0.126 -4.824 -1.022
H 1.202 -4.138 0.256
H 1.053 -3.324 -1.344
C -0.869 0.493 -3.012
C 0.383 0.110 -3.565
C 0.446 -1.060 -4.288
C -0.729 -1.743 -4.644
C -1.980 -1.175 -4.357
C -2.060 -0.063 -3.558
O -0.811 1.161 -1.883
H -0.380 -1.457 0.251
H 1.273 0.686 -3.278
H 1.412 -1.478 -4.561
H -0.668 -2.708 -5.147
H -2.919 -1.616 -4.683
H -2.978 0.408 -3.269
C -2.889 2.368 4.422
C -2.209 1.181 3.779
N -2.055 0.155 4.667
O -1.828 1.136 2.603
H -2.402 2.668 5.375
H -3.953 2.163 4.668
H -2.836 3.190 3.695
H -1.675 -0.737 4.334
H -2.322 0.235 5.604
```

---

Number 1: E -54068.991 eV. Number 2: E -63264.039 eV. Number 3: E -17661.617 eV. Number 4: E -88264.736 eV. Number 5: E -744075.874 eV. Number 6: E -59039.101 eV.